Entry 1:
{"formula": "C20H27NO2", "method": "ωB97M-V with the def2-TZVPD basis set", "species": ["C", "C", "H", "H", "C", "N", "C", "C", "C", "O", "H", "C", "C", "C", "C", "C", "C", "C", "H", "H", "H", "H", "H", "H", "H", "C", "O", "C", "C", "C", "H", "H", "C", "H", "H", "H", "C", "H", "H", "H", "H", "H", "C", "H", "H", "H", "H", "H", "H", "H"], "coordinates": [[0.2820, 3.9503, 3.4215], [0.2971, 2.4760, 3.0383], [0.0513, 1.8639, 3.9076], [1.3047, 2.1997, 2.7184], [-0.6853, 2.1389, 1.9027], [-0.4527, 0.7870, 1.4509], [0.3002, 0.3457, 0.4542], [0.3467, -1.0229, 0.1608], [-0.4756, -1.9498, 0.9227], [-1.0744, -1.6284, 1.9536], [-0.9173, 0.0282, 1.9763], [-0.7151, -3.3340, 0.3574], [-1.5323, -3.1827, -0.8991], [-1.0560, -3.6143, -2.1292], [-1.8178, -3.4456, -3.2728], [-3.0616, -2.8425, -3.2009], [-3.5437, -2.4096, -1.9769], [-2.7832, -2.5784, -0.8345], [-3.1596, -2.2413, 0.1213], [-4.5151, -1.9400, -1.9130], [-3.6547, -2.7114, -4.0945], [-1.4378, -3.7875, -4.2249], [-0.0821, -4.0754, -2.1900], [0.2266, -3.8326, 0.1406], [-1.2755, -3.9007, 1.1049], [1.2423, -1.5041, -0.8863], [1.6184, -2.6560, -1.0038], [1.7379, -0.4533, -1.8620], [2.2365, 0.7920, -1.1340], [1.0526, 1.3661, -0.3530], [0.3426, 1.8135, -1.0581], [1.4105, 2.1600, 0.3048], [2.7394, 1.8284, -2.1406], [3.0498, 2.7383, -1.6306], [3.5925, 1.4372, -2.6892], [1.9612, 2.0833, -2.8570], [3.3700, 0.4243, -0.1743], [4.1886, -0.0399, -0.7187], [3.7515, 1.3128, 0.3256], [3.0250, -0.2781, 0.5809], [0.9060, -0.1909, -2.5219], [2.5289, -0.8974, -2.4683], [-2.1396, 2.2285, 2.3574], [-2.3871, 3.2429, 2.6549], [-2.3117, 1.5627, 3.1997], [-2.8020, 1.9373, 1.5456], [-0.5319, 2.8379, 1.0730], [0.4871, 4.5754, 2.5546], [-0.6806, 4.2389, 3.8342], [1.0433, 4.1474, 4.1721]], "forces_ev_per_angstrom": [[0.010, -0.233, 0.023], [-0.085, 0.271, -0.261], [0.025, -0.126, 0.001], [-0.003, -0.079, 0.007], [0.175, 0.283, 0.238], [-0.195, -0.419, 0.070], [-0.133, 0.053, 0.078], [0.016, -0.027, 0.198], [0.159, -0.249, 0.010], [-0.156, -0.100, 0.074], [0.154, 0.113, -0.169], [-0.040, -0.192, 0.222], [-0.023, -0.104, -0.062], [0.007, -0.050, 0.011], [-0.031, -0.013, -0.119], [-0.041, 0.018, -0.115], [-0.090, 0.055, 0.006], [-0.007, -0.015, -0.006], [-0.035, 0.036, 0.110], [-0.070, 0.027, 0.007], [-0.040, 0.006, -0.065], [0.030, -0.030, -0.073], [0.088, -0.031, 0.017], [-0.117, 0.021, 0.053], [0.055, 0.108, 0.000], [0.138, 0.438, -0.212], [0.109, -0.131, -0.071], [0.136, -0.127, 0.028], [-0.013, 0.101, -0.077], [0.161, -0.028, -0.089], [-0.015, 0.057, 0.027], [-0.059, 0.071, 0.004], [-0.158, -0.187, 0.194], [0.053, 0.134, 0.044], [0.114, -0.034, -0.074], [-0.087, 0.048, -0.098], [-0.170, 0.019, -0.101], [0.114, -0.062, -0.046], [0.046, 0.096, 0.068], [0.050, -0.080, 0.133], [-0.047, 0.044, -0.062], [-0.022, -0.027, 0.022], [0.185, 0.109, -0.218], [-0.051, 0.084, 0.073], [-0.036, -0.082, 0.123], [-0.086, -0.013, -0.040], [0.013, -0.080, 0.071], [0.021, 0.116, -0.073], [-0.088, 0.110, 0.054], [0.037, 0.101, 0.065]], "smiles": "CC[C@H](C)NC1=C(C(=O)Cc2ccccc2)C(=O)CC(C)(C)C1", "e_homo_ev": -8.363, "gap_ev": 8.92, "de_lowest_ev": 0.000}


Entry 2:
{"formula": "C20H27NO5", "method": "ωB97M-V with the def2-TZVPD basis set", "species": ["C", "H", "O", "C", "C", "C", "C", "C", "C", "O", "C", "H", "H", "H", "H", "C", "C", "C", "O", "O", "C", "H", "H", "C", "O", "N", "H", "C", "C", "H", "C", "C", "C", "C", "H", "C", "H", "H", "H", "H", "H", "H", "H", "H", "H", "H", "H", "H", "H", "H", "H", "H", "H"], "coordinates": [[5.1980, -5.4148, -2.8924], [4.6734, -6.2828, -2.4801], [5.2824, -4.3689, -1.9554], [4.1357, -3.8323, -1.4757], [2.8540, -4.2104, -1.8460], [1.7480, -3.5924, -1.2896], [1.8917, -2.5943, -0.3300], [3.1882, -2.2044, 0.0397], [4.2996, -2.7962, -0.5211], [5.5886, -2.4720, -0.2370], [5.8315, -1.4324, 0.6786], [6.9147, -1.3381, 0.7328], [5.4029, -0.4851, 0.3352], [5.4396, -1.6702, 1.6729], [3.3043, -1.4158, 0.7637], [0.7133, -2.0021, 0.2551], [0.6519, -1.2267, 1.3499], [-0.6274, -0.7265, 1.8401], [-1.6984, -0.8520, 1.2774], [-0.4813, -0.1009, 3.0180], [-1.6465, 0.3679, 3.6874], [-2.4718, -0.3358, 3.5277], [-1.3829, 0.4183, 4.7447], [-2.0733, 1.7711, 3.2140], [-2.0287, 2.7359, 3.9471], [-2.5024, 1.7867, 1.9456], [-2.4976, 0.9202, 1.4185], [-2.8799, 2.9967, 1.2387], [-1.8041, 3.3450, 0.1994], [-1.8298, 4.4184, 0.0054], [-1.9148, 2.5981, -1.1307], [-2.8013, 3.3259, -2.1404], [-4.2947, 3.2640, -1.8323], [-4.6801, 3.7723, -0.4432], [-4.2360, 4.7518, -0.2632], [-4.2915, 2.8019, 0.6732], [-4.9939, 2.8991, 1.5035], [-4.3824, 1.7805, 0.2964], [-5.7652, 3.8988, -0.4239], [-4.6410, 2.2328, -1.9364], [-4.8201, 3.8601, -2.5829], [-2.4874, 4.3717, -2.1912], [-2.6408, 2.8903, -3.1301], [-2.2811, 1.5833, -0.9703], [-0.9143, 2.5147, -1.5626], [-0.8376, 3.1293, 0.6618], [-2.8899, 3.7887, 1.9955], [1.5108, -0.9566, 1.9422], [-0.2263, -2.2374, -0.2310], [0.7599, -3.9026, -1.5935], [2.7062, -4.9902, -2.5757], [6.2271, -5.6898, -3.1172], [4.7006, -5.0925, -3.8129]], "forces_ev_per_angstrom": [[-0.041, -0.203, -0.185], [0.009, 0.047, -0.015], [-0.109, 0.334, 0.288], [-0.007, 0.037, 0.047], [0.437, -0.128, -0.122], [-0.128, 0.381, 0.378], [0.450, -0.422, -0.451], [0.086, -0.047, -0.055], [0.141, -0.063, -0.031], [-0.223, -0.289, -0.256], [0.029, 0.180, 0.159], [-0.085, 0.031, 0.033], [0.001, -0.042, 0.019], [-0.002, 0.011, -0.041], [0.096, 0.103, 0.085], [-0.459, 0.424, 0.590], [0.242, -0.259, -0.372], [-0.450, -0.068, -0.181], [0.108, -0.073, 0.121], [0.372, -0.018, -0.091], [-0.490, 0.164, 0.252], [0.142, 0.069, 0.063], [-0.064, 0.057, -0.204], [0.190, -0.660, 0.077], [0.059, 0.300, 0.349], [-0.240, -0.011, -0.497], [0.018, 0.013, 0.230], [0.079, 0.196, 0.095], [-0.039, -0.112, 0.086], [0.042, 0.072, -0.026], [0.141, 0.347, -0.065], [-0.155, -0.321, -0.025], [0.146, 0.324, -0.030], [-0.148, -0.310, -0.062], [-0.033, 0.153, 0.014], [0.081, 0.296, 0.079], [0.022, -0.115, 0.025], [-0.051, -0.071, 0.006], [0.029, 0.090, 0.030], [-0.065, -0.044, -0.026], [-0.048, -0.070, -0.041], [0.049, 0.042, -0.041], [0.024, 0.076, -0.042], [0.026, -0.179, -0.032], [-0.021, -0.100, 0.023], [-0.036, 0.104, 0.038], [-0.036, -0.118, -0.141], [0.173, -0.034, 0.014], [-0.099, 0.013, -0.007], [-0.119, -0.014, -0.026], [0.043, -0.072, -0.069], [-0.095, -0.010, -0.013], [0.007, -0.009, 0.047]], "smiles": "COc1ccc(/C=C/C(=O)OCC(=O)NC2CCCCCC2)cc1OC", "e_homo_ev": -8.205, "gap_ev": 8.10, "de_lowest_ev": 1.977}